[1]
{
  "formula": "C76H114O57",
  "method": "ωB97M-V/def2-TZVPD",
  "symbols": ["C", "C", "C", "O", "C", "O", "O", "H", "H", "H", "H", "H", "H", "C", "C", "C", "O", "C", "O", "O", "H", "H", "H", "H", "H", "H", "C", "C", "C", "O", "C", "O", "O", "H", "H", "H", "H", "H", "H", "C", "C", "C", "O", "C", "O", "O", "H", "H", "H", "H", "H", "H", "C", "C", "C", "O", "C", "O", "O", "H", "H", "H", "H", "H", "H", "C", "C", "C", "O", "C", "O", "O", "H", "H", "H", "H", "H", "H", "C", "C", "C", "O", "C", "O", "O", "H", "H", "H", "H", "H", "H", "C", "C", "C", "O", "C", "O", "O", "H", "H", "H", "H", "H", "H", "C", "C", "C", "O", "C", "O", "O", "H", "H", "H", "H", "H", "H", "C", "C", "C", "O", "C", "O", "O", "H", "H", "H", "H", "H", "H", "C", "C", "C", "O", "C", "O", "O", "H", "H", "H", "H", "H", "H", "C", "C", "C", "O", "C", "O", "O", "H", "H", "H", "H", "H", "H", "C", "C", "C", "O", "C", "O", "O", "H", "H", "H", "H", "H", "H", "C", "C", "C", "O", "C", "O", "O", "H", "H", "H", "H", "H", "H", "C", "C", "C", "O", "C", "O", "O", "H", "H", "H", "H", "H", "H", "C", "C", "C", "O", "C", "O", "O", "H", "H", "H", "H", "H", "H", "C", "C", "C", "O", "C", "O", "O", "H", "H", "H", "H", "H", "H", "C", "C", "C", "O", "C", "O", "O", "H", "H", "H", "H", "H", "H", "C", "C", "C", "O", "C", "O", "O", "H", "H", "H", "H", "H", "H"],
  "positions_angstrom": [[-7.074, -4.880, 16.779], [-7.641, -6.129, 16.137], [-8.508, -7.056, 16.951], [-9.617, -7.202, 16.159], [-9.629, -6.397, 15.118], [-10.587, -6.181, 14.419], [-8.499, -5.771, 15.039], [-7.068, -3.986, 16.156], [-6.070, -5.189, 17.071], [-7.679, -4.659, 17.659], [-6.777, -6.709, 15.814], [-8.715, -6.622, 17.929], [-8.061, -8.027, 17.164], [-8.300, -2.256, 23.043], [-9.143, -1.198, 23.906], [-9.917, -1.901, 25.070], [-9.111, -1.676, 26.154], [-8.293, -0.655, 25.899], [-7.464, -0.244, 26.661], [-8.375, -0.256, 24.626], [-7.742, -1.842, 22.203], [-8.878, -3.070, 22.605], [-7.682, -2.766, 23.781], [-9.997, -0.726, 23.419], [-10.065, -2.954, 24.830], [-10.789, -1.360, 25.437], [2.253, 4.194, 22.879], [2.226, 3.375, 21.693], [3.160, 2.180, 21.818], [2.311, 1.138, 21.289], [1.025, 1.506, 21.323], [0.079, 0.760, 21.042], [0.971, 2.839, 21.508], [2.325, 3.561, 23.763], [1.338, 4.787, 22.841], [3.086, 4.895, 22.828], [2.624, 3.938, 20.849], [3.489, 1.895, 22.818], [3.959, 2.316, 21.090], [-2.366, 5.944, 22.196], [-2.489, 5.561, 20.707], [-1.724, 4.359, 20.430], [-2.804, 3.374, 20.325], [-4.018, 3.996, 20.259], [-5.111, 3.407, 20.075], [-3.844, 5.350, 20.288], [-3.039, 6.772, 22.418], [-1.437, 6.507, 22.287], [-2.464, 5.069, 22.839], [-2.070, 6.399, 20.151], [-0.965, 4.181, 21.192], [-1.200, 4.634, 19.515], [7.433, 2.108, 16.355], [7.029, 1.048, 17.558], [6.187, -0.110, 17.326], [6.897, -1.109, 18.033], [8.107, -0.640, 18.571], [8.906, -1.182, 19.376], [8.300, 0.582, 18.043], [8.015, 1.564, 15.612], [8.047, 2.951, 16.672], [6.555, 2.390, 15.772], [6.692, 1.649, 18.403], [6.044, -0.268, 16.257], [5.255, 0.148, 17.829], [0.309, -2.242, 19.254], [-0.994, -1.641, 18.780], [-1.426, -1.920, 17.319], [-2.748, -2.309, 17.397], [-3.099, -2.367, 18.710], [-4.186, -2.764, 19.267], [-2.024, -2.253, 19.437], [0.449, -1.937, 20.291], [1.223, -2.038, 18.698], [0.120, -3.313, 19.188], [-0.996, -0.560, 18.924], [-0.749, -2.738, 17.070], [-1.146, -1.157, 16.592], [-3.856, -7.240, 13.795], [-2.403, -7.392, 14.190], [-2.064, -8.216, 15.374], [-1.119, -9.091, 14.976], [-0.866, -9.033, 13.628], [-0.089, -9.712, 13.014], [-1.652, -7.982, 13.157], [-4.416, -6.783, 14.610], [-4.248, -8.219, 13.517], [-3.911, -6.565, 12.941], [-1.941, -6.410, 14.291], [-3.017, -8.652, 15.673], [-1.696, -7.676, 16.246], [-8.437, -2.195, 12.192], [-6.939, -2.478, 12.107], [-6.280, -2.783, 13.455], [-5.470, -3.944, 13.257], [-5.779, -4.453, 11.994], [-5.300, -5.442, 11.552], [-6.838, -3.733, 11.483], [-8.795, -2.347, 11.174], [-8.589, -1.117, 12.252], [-9.042, -2.832, 12.836], [-6.252, -1.824, 11.571], [-7.084, -2.863, 14.186], [-5.717, -1.961, 13.899], [-9.897, -1.045, 15.687], [-8.694, -0.405, 16.429], [-7.754, -1.426, 17.083], [-6.442, -1.110, 16.611], [-6.552, -0.136, 15.709], [-5.607, 0.571, 15.208], [-7.884, 0.069, 15.382], [-10.478, -0.372, 15.055], [-10.610, -1.348, 16.454], [-9.721, -1.984, 15.162], [-8.897, 0.366, 17.173], [-8.160, -2.364, 16.705], [-7.940, -1.405, 18.157], [-3.084, -1.632, 13.905], [-1.861, -2.568, 13.948], [-1.322, -3.033, 12.632], [-0.052, -2.715, 12.659], [0.240, -1.966, 13.726], [1.422, -1.777, 14.133], [-0.913, -1.733, 14.396], [-3.775, -2.190, 13.274], [-3.009, -0.730, 13.298], [-3.394, -1.544, 14.947], [-2.116, -3.377, 14.632], [-1.920, -2.406, 11.971], [-1.578, -4.064, 12.389], [3.310, -4.536, 16.161], [2.111, -5.539, 16.301], [0.887, -5.175, 15.602], [0.652, -6.189, 14.724], [1.713, -7.014, 14.601], [1.803, -7.951, 13.939], [2.578, -6.643, 15.513], [4.290, -5.008, 16.085], [3.273, -3.791, 16.955], [3.239, -4.077, 15.175], [2.096, -5.781, 17.364], [0.935, -4.152, 15.229], [0.140, -4.879, 16.337], [-0.540, -2.210, 25.904], [-0.248, -2.907, 24.553], [0.258, -2.018, 23.476], [1.244, -2.757, 22.857], [1.664, -3.683, 23.680], [2.805, -4.096, 23.660], [0.826, -3.777, 24.672], [0.096, -1.331, 26.012], [-0.502, -2.782, 26.831], [-1.555, -1.829, 25.792], [-1.130, -3.397, 24.142], [0.532, -1.010, 23.787], [-0.523, -1.968, 22.717], [-3.928, -0.207, 21.474], [-4.906, -0.839, 22.432], [-4.721, -2.250, 22.725], [-4.096, -2.275, 24.023], [-4.289, -1.022, 24.565], [-3.853, -0.835, 25.729], [-4.855, -0.157, 23.682], [-2.856, -0.303, 21.646], [-4.264, 0.829, 21.444], [-3.797, -0.494, 20.431], [-5.752, -0.583, 21.795], [-4.117, -2.708, 21.942], [-5.596, -2.872, 22.916], [-6.113, -6.800, 23.732], [-5.894, -6.225, 22.381], [-5.892, -7.205, 21.202], [-7.061, -6.881, 20.499], [-7.715, -5.813, 21.022], [-8.636, -5.209, 20.467], [-7.079, -5.453, 22.156], [-6.398, -5.982, 24.394], [-5.139, -7.194, 24.023], [-6.926, -7.518, 23.835], [-5.041, -5.550, 22.453], [-5.917, -8.240, 21.541], [-5.013, -6.974, 20.600], [-1.534, 2.075, 17.702], [-0.369, 1.726, 16.773], [0.484, 2.936, 16.489], [1.779, 2.434, 16.928], [1.667, 1.230, 17.543], [2.501, 0.487, 18.086], [0.407, 0.869, 17.577], [-1.224, 2.379, 18.702], [-2.151, 1.179, 17.766], [-2.140, 2.864, 17.259], [-0.687, 1.247, 15.847], [0.219, 3.766, 17.144], [0.429, 2.983, 15.401], [-1.055, 2.136, 9.140], [-1.991, 1.104, 9.837], [-1.403, -0.297, 10.053], [-0.622, -0.053, 11.176], [-1.134, 1.030, 11.888], [-0.820, 1.271, 13.046], [-2.154, 1.571, 11.185], [-0.726, 1.790, 8.160], [-0.115, 2.336, 9.652], [-1.545, 3.095, 8.969], [-2.932, 0.991, 9.298], [-0.721, -0.764, 9.342], [-2.244, -0.821, 10.508], [4.207, -7.612, 22.004], [4.265, -6.689, 20.817], [5.413, -5.701, 20.914], [5.758, -5.585, 19.659], [5.403, -6.672, 18.938], [5.883, -6.994, 17.834], [4.507, -7.350, 19.606], [3.299, -8.171, 21.779], [4.113, -6.950, 22.865], [4.961, -8.398, 22.036], [3.364, -6.085, 20.710], [6.288, -5.937, 21.520], [4.954, -4.728, 21.084], [-2.532, -8.710, 20.191], [-2.323, -7.305, 20.456], [-0.813, -6.883, 20.861], [-0.375, -6.255, 19.703], [-1.444, -6.233, 18.740], [-1.396, -5.701, 17.634], [-2.549, -6.577, 19.345], [-3.542, -8.862, 19.812], [-2.614, -9.343, 21.076], [-1.740, -9.107, 19.556], [-3.046, -7.083, 21.242], [-0.300, -7.812, 21.109], [-0.640, -6.181, 21.677], [4.921, -1.777, 20.874], [5.714, -1.848, 22.254], [4.902, -1.868, 23.467], [5.435, -2.885, 24.212], [6.235, -3.608, 23.522], [6.883, -4.567, 23.934], [6.319, -3.080, 22.239], [3.991, -1.211, 20.829], [4.684, -2.737, 20.415], [5.569, -1.210, 20.206], [6.485, -1.078, 22.252], [3.864, -2.078, 23.208], [5.009, -0.852, 23.846]],
  "mulliken_charge": [-0.130, 1.008, -0.128, -0.374, 0.510, -0.609, -0.214, -0.882, 0.315, 0.459, -0.263, 0.059, 0.299, -1.173, 0.330, -0.641, -0.338, 0.643, -0.537, -0.347, 0.256, 0.497, 0.266, 0.351, 0.294, 0.375, -1.461, 0.365, -0.559, 0.300, -0.383, -0.171, -0.034, 0.372, 0.237, 0.421, 0.340, 0.335, 0.202, -1.397, 0.208, 0.368, 0.081, 0.335, -0.589, -0.379, 0.393, 0.397, 0.305, 0.345, 0.042, 0.002, -1.386, 0.183, 0.358, -0.246, 0.609, -0.584, -0.360, 0.381, 0.349, 0.377, 0.194, 0.262, -0.081, -1.060, 1.997, 2.133, 0.371, -0.400, -0.477, 0.151, -0.175, 0.346, 0.045, -1.096, -1.058, -0.299, -1.680, 1.770, 0.197, -0.417, 0.534, -0.521, -0.485, 0.207, 0.483, 0.272, -0.580, 0.323, -0.141, -1.514, 0.543, 1.313, 0.077, 0.230, -0.550, -0.452, 0.489, 0.363, 0.270, 0.431, -0.644, -0.566, -1.348, 0.200, -0.092, 0.434, 0.218, -0.639, -0.360, 0.347, 0.447, 0.211, 0.403, -0.212, 0.422, -1.188, 0.734, 0.106, -0.341, 0.533, -0.671, 0.247, 0.265, -0.182, 0.303, -0.093, -0.352, 0.419, -1.741, 1.109, 2.198, -0.132, 0.420, -0.559, -0.435, 0.375, 0.339, 0.412, 0.071, -1.021, -1.082, -1.236, 0.859, 0.273, 0.087, 0.192, -0.602, -0.401, 0.369, 0.343, 0.197, 0.247, 0.063, -0.442, -1.787, 1.445, 1.018, -0.394, 0.561, -0.681, -0.390, 0.332, 0.353, 0.009, 0.220, -0.087, -0.758, -1.792, 1.073, 0.445, -0.366, 0.623, -0.595, -0.325, 0.376, 0.440, 0.379, -0.130, 0.217, -0.265, -0.771, 0.954, -0.395, -0.450, 0.190, -0.489, 0.296, -0.335, -0.154, 0.790, -0.463, 0.182, 0.446, -1.375, 0.135, -0.157, -0.244, 0.570, -0.555, -0.296, 0.376, 0.311, 0.382, 0.440, 0.352, 0.103, -1.573, 0.825, 0.623, -0.279, 0.645, -0.649, -0.395, 0.354, 0.395, 0.375, 0.160, 0.152, -0.695, -1.621, 0.650, -0.375, -0.012, -0.103, -0.414, 0.106, 0.284, 0.432, 0.470, -0.027, 0.301, 0.248, -0.433, 0.223, 0.518, -0.301, 0.599, -0.627, -0.262, 0.092, 0.113, -0.138, 0.372, -0.389, 0.288],
  "e_tot_ev": -197360.470,
  "largest_force_ev_per_a": 6.82,
  "relative_energy_kcal_mol": 209.9,
  "e_homo_ha": -0.368,
  "orbital_gap_ev": 9.66
}

=====

[2]
{
  "formula": "C37H59N19O2P",
  "method": "ωB97M-V/def2-TZVPD",
  "symbols": ["C", "P", "C", "N", "C", "N", "C", "N", "N", "C", "C", "C", "O", "O", "H", "H", "H", "H", "H", "H", "H", "H", "H", "H", "H", "H", "H", "H", "C", "C", "N", "H", "H", "H", "C", "C", "N", "H", "H", "H", "C", "C", "N", "H", "H", "H", "C", "C", "N", "H", "H", "H", "C", "C", "N", "H", "H", "H", "C", "C", "N", "H", "H", "H", "C", "C", "N", "H", "H", "H", "C", "C", "N", "H", "H", "H", "C", "C", "N", "H", "H", "H", "C", "C", "N", "H", "H", "H", "C", "C", "N", "H", "H", "H", "C", "C", "N", "H", "H", "H", "C", "C", "N", "H", "H", "H", "C", "C", "N", "H", "H", "H", "C", "C", "N", "H", "H", "H"],
  "positions_angstrom": [[-4.115, 4.390, -2.278], [-3.977, 2.731, -1.524], [-5.370, 2.336, -0.394], [-3.692, 1.476, -2.705], [-2.707, 0.581, -2.733], [-2.526, -0.359, -3.701], [-1.453, -1.057, -3.363], [-0.965, -0.595, -2.218], [-1.731, 0.439, -1.811], [-1.345, 1.050, -0.544], [-0.463, 2.292, -0.778], [-0.330, 3.094, 0.519], [-1.015, 2.893, 1.478], [0.649, 4.026, 0.537], [-3.503, 4.502, -3.181], [-5.134, 4.720, -2.504], [-3.705, 5.115, -1.564], [-5.875, 1.412, -0.685], [-4.959, 2.180, 0.612], [-6.119, 3.127, -0.303], [-4.349, 1.400, -3.475], [-0.984, -1.883, -3.883], [-0.179, -0.883, -1.647], [-2.188, 1.339, 0.085], [-0.771, 0.340, 0.065], [0.546, 1.952, -1.061], [-0.855, 2.909, -1.595], [1.135, 3.987, -0.297], [1.535, -2.996, 0.877], [1.605, -1.665, 0.272], [1.659, -0.619, -0.202], [1.059, -3.690, 0.184], [2.537, -3.354, 1.104], [0.958, -2.956, 1.793], [-0.559, -4.339, 4.854], [0.555, -4.534, 3.925], [1.424, -4.695, 3.195], [-1.034, -5.296, 5.063], [-0.192, -3.910, 5.784], [-1.293, -3.665, 4.415], [-1.619, 0.122, -6.934], [-1.474, 1.427, -7.572], [-1.359, 2.453, -8.070], [-2.095, -0.571, -7.621], [-0.636, -0.266, -6.654], [-2.230, 0.211, -6.039], [2.498, -4.739, -3.028], [1.745, -5.286, -1.897], [1.163, -5.718, -1.007], [2.266, -5.300, -3.931], [2.233, -3.694, -3.179], [3.565, -4.810, -2.828], [2.717, 2.051, 2.217], [3.902, 1.429, 2.809], [4.827, 0.940, 3.276], [2.585, 1.695, 1.196], [1.834, 1.795, 2.800], [2.832, 3.133, 2.206], [-9.601, 1.265, 0.628], [-8.730, 1.490, -0.526], [-8.047, 1.667, -1.430], [-10.576, 1.712, 0.446], [-9.724, 0.197, 0.794], [-9.162, 1.717, 1.516], [-3.974, 4.607, -7.709], [-4.129, 5.203, -6.383], [-4.254, 5.668, -5.341], [-4.714, 3.821, -7.848], [-4.111, 5.363, -8.479], [-2.978, 4.179, -7.807], [3.047, -0.885, 5.365], [2.235, -1.442, 6.447], [1.594, -1.876, 7.293], [2.836, -1.414, 4.437], [2.816, 0.170, 5.236], [4.104, -0.990, 5.601], [6.789, 1.203, 6.443], [7.330, 0.196, 7.360], [7.784, -0.592, 8.070], [6.555, 0.740, 5.486], [5.878, 1.629, 6.862], [7.512, 2.004, 6.282], [3.720, -4.756, 8.481], [3.270, -6.138, 8.316], [2.912, -7.220, 8.192], [2.860, -4.087, 8.478], [4.250, -4.648, 9.425], [4.387, -4.481, 7.666], [10.922, 1.813, 10.424], [10.047, 0.914, 9.666], [9.352, 0.218, 9.066], [11.378, 1.271, 11.250], [11.705, 2.198, 9.774], [10.345, 2.647, 10.820], [2.780, -0.054, -8.289], [1.961, -0.546, -7.182], [1.316, -0.930, -6.316], [2.571, -0.632, -9.187], [2.552, 0.994, -8.478], [3.835, -0.151, -8.039], [-1.884, 3.806, -11.730], [-2.824, 4.683, -11.034], [-3.563, 5.367, -10.489], [-1.795, 2.864, -11.191], [-2.241, 3.610, -12.739], [-0.907, 4.282, -11.782], [0.152, -5.592, 10.603], [1.038, -4.530, 11.082], [1.739, -3.701, 11.450], [-0.075, -5.436, 9.551], [0.636, -6.559, 10.722], [-0.775, -5.583, 11.174], [-5.817, -0.392, -6.353], [-4.962, -0.176, -7.521], [-4.294, -0.011, -8.437], [-6.780, 0.090, -6.506], [-5.971, -1.458, -6.201], [-5.344, 0.029, -5.467]],
  "mulliken_charge": [-1.183, 0.237, -1.299, -0.158, 0.561, -0.508, -0.132, -0.039, 0.254, -1.115, -0.407, 0.612, -0.547, -0.502, 0.278, 0.380, 0.447, 0.320, 0.415, 0.426, 0.227, 0.463, 0.110, 0.319, 0.412, 0.539, 0.382, 0.374, -0.785, 0.664, -0.589, 0.202, 0.390, 0.061, -0.745, 0.478, -0.474, 0.294, 0.214, 0.286, 0.304, 0.431, -0.563, 0.364, -0.210, -0.221, -0.774, 0.445, -0.435, 0.309, 0.222, 0.286, -0.549, 0.150, -0.382, 0.099, 0.339, 0.365, -0.825, 0.435, -0.417, 0.293, 0.279, 0.268, -0.517, 0.288, -0.429, 0.312, 0.377, 0.061, -0.402, 0.245, -0.432, 0.194, 0.172, 0.190, -0.623, 0.313, -0.323, 0.140, 0.236, 0.300, -0.523, 0.332, -0.426, 0.025, 0.279, 0.307, -0.895, 0.296, -0.216, 0.267, 0.260, 0.257, -0.864, 0.401, -0.519, 0.284, 0.287, 0.313, -0.754, 0.381, -0.469, 0.209, 0.306, 0.257, -0.725, 0.341, -0.409, 0.201, 0.274, 0.322, -0.482, 0.377, -0.422, 0.326, 0.306, -0.085],
  "e_tot_ev": -81009.789,
  "largest_force_ev_per_a": 4.24,
  "e_homo_ha": -0.366,
  "total_charge": 1,
  "orbital_gap_ev": 7.61
}